# C23H50DyN3O2P2

A molecular structure, C23H50DyN3O2P2 at a distorted geometry (ωB97M-V/def2-TZVPD, the OMol25 dataset).

The value obtained for the HOMO energy (spin up / spin down) is -10.97 / -11.12 eV. The calculation puts the energy relative to the best compared isomer or geometry (same formula, charge and spin) at 0.000 eV. As for the electronic energy: -2788.378914 a.u. Its spin multiplicity is 6. The LUMO energy (spin up / spin down) is -5.1729 / -5.1358 eV. The net charge is +2.

Positions of all 81 atoms, in Å:
Dy: 0.0261 0.5084 0.2086
P: -0.6208 -1.7031 -2.4570
P: -0.2600 3.1992 0.0378
N: 0.9568 1.0097 -1.9592
C: 0.9919 -1.2649 -3.1840
H: 1.6981 -2.0633 -2.9018
H: 0.8511 -1.3564 -4.2735
C: 1.6762 0.0776 -2.8839
H: 2.6681 -0.0834 -2.4340
H: 1.8445 0.6084 -3.8384
C: 1.6010 2.3724 -2.0428
H: 1.2062 2.8944 -2.9328
H: 2.6761 2.2017 -2.2085
C: 1.4165 3.2234 -0.7780
H: 1.5981 4.2788 -1.0327
H: 2.1847 2.9477 -0.0354
C: 0.0961 3.9578 1.6882
C: 0.7801 2.9573 2.6382
H: 1.7497 2.5950 2.2626
H: 0.1416 2.0876 2.8823
H: 0.9844 3.4702 3.5881
C: -1.1829 4.3848 -0.9968
C: -2.6909 4.2200 -0.7601
H: -3.2406 4.8335 -1.4850
H: -2.9770 4.5411 0.2505
H: -3.0081 3.1760 -0.8939
C: -1.8219 -2.2960 -3.6840
C: -3.0187 -2.9804 -3.0031
H: -3.8143 -3.1013 -3.7508
H: -3.4341 -2.3789 -2.1827
H: -2.7667 -3.9794 -2.6218
C: -0.2132 -3.0015 -1.2301
C: -1.2874 -3.2548 -0.1654
H: -0.8045 -3.7187 0.7074
H: -2.0612 -3.9503 -0.5242
H: -1.7864 -2.3365 0.1766
C: -1.4025 -0.1864 -1.8959
C: -0.6910 5.8335 -0.8403
H: 0.2714 5.9307 -0.3198
H: -0.5579 6.2772 -1.8372
H: -1.4329 6.4479 -0.3137
C: -1.2097 -3.1377 -4.8105
H: -2.0242 -3.5349 -5.4273
H: -0.5711 -2.5238 -5.4583
H: -0.6200 -3.9824 -4.4341
C: 0.2237 -4.3037 -1.9235
H: 0.6143 -4.9949 -1.1636
H: -0.6085 -4.8141 -2.4279
H: 1.0298 -4.1466 -2.6520
C: -1.1742 4.5521 2.3165
H: -1.9988 3.8249 2.3564
H: -0.9527 4.8543 3.3503
H: -1.5281 5.4469 1.7863
H: 0.7994 4.7750 1.4594
H: 0.6787 -2.6027 -0.7092
H: -0.9646 4.0633 -2.0298
H: -2.1971 -1.3651 -4.1408
O: -1.8519 -0.0199 -0.6600
H: -0.0363 1.0901 -2.3858
H: -1.7185 0.4742 -2.7410
C: -1.2488 -1.3165 3.4421
N: 0.1165 -1.7992 3.6204
C: 0.4819 -2.3279 4.9198
C: 1.7397 -3.1399 4.7917
C: 2.8218 -2.3267 4.1348
N: 2.3260 -1.8126 2.8713
C: 3.2833 -1.3392 1.8831
C: 1.0425 -1.4971 2.7065
O: 0.6943 -0.8651 1.6315
H: -1.6899 -1.6935 2.5055
H: -1.3071 -0.2129 3.4434
H: -1.8501 -1.6922 4.2787
H: 0.6352 -1.5032 5.6337
H: -0.3594 -2.9284 5.2700
H: 1.5470 -4.0475 4.2132
H: 2.0698 -3.4455 5.7859
H: 3.7117 -2.9223 3.9187
H: 3.1187 -1.4958 4.7964
H: 3.3286 -0.2371 1.8448
H: 4.2744 -1.7208 2.1513
H: 3.0281 -1.7108 0.8786